{"formula": "C3H9NO2S", "method": "ωB97M-V with the def2-TZVPD basis set", "spin_multiplicity": 1, "homo_ev": -8.441, "gap_ev": 9.291, "relative_energy_kj_mol": 383.2, "total_energy_ev": -19674.4416, "elements": ["S", "O", "O", "N", "C", "C", "C", "H", "H", "H", "H", "H", "H", "H", "H", "H"], "positions_angstrom": [[-1.9982, -0.6612, -0.3944], [-1.1934, -1.8112, -0.6932], [-3.0408, -1.3574, 0.7682], [0.1756, 0.7163, -1.6406], [-1.0769, 0.4206, 0.7235], [1.4537, -0.4313, 0.2294], [0.5659, 0.7502, -0.2965], [0.5961, -0.0116, -2.2189], [0.3020, 1.6456, -2.0795], [0.7000, 1.7768, 0.1272], [-1.5674, 1.3087, 0.9949], [1.5942, -0.1444, 1.1854], [-0.9168, -0.0942, 1.7531], [-3.0711, -2.3328, 0.7744], [2.2532, -0.4643, -0.4230], [1.0052, -1.4265, 0.1435]], "lowdin_charge": [0.85, -0.50, -0.35, -0.01, -0.26, -0.06, -0.32, 0.10, 0.10, 0.13, 0.02, 0.03, 0.10, 0.06, 0.05, 0.08]}